No. 1
12
Properties=species:S:1:pos:R:3:mulliken_charge:R:1 method="wB97M-V/def2-TZVPD" gap_ha=0.326 max_force_ha_per_bohr=0.135 homo_energy_ev=-8.9 total_energy_ha=-662.5086 charge=0
C 1.180 1.064 -0.213 -0.785
C 0.054 -0.131 -0.037 0.642
H 2.056 0.708 -0.848 0.314
H 0.462 2.048 -0.557 0.227
H 1.545 1.325 1.038 0.226
H -1.475 1.332 0.321 0.264
H -3.452 -0.869 1.393 0.116
H 1.724 -2.396 -0.836 0.364
N -1.277 0.320 -0.018 -0.344
N 0.253 -1.320 0.034 -0.409
O 1.671 -1.468 -0.017 -0.446
S -2.742 -0.613 -0.259 -0.171

=====

No. 2
128
Properties=species:S:1:pos:R:3:mulliken_charge:R:1 method="wB97M-V/def2-TZVPD" gap_ha=0.323 smiles="COCCNCCOC.COCCNCCOC.COCCNCCOC.COCCNCCOC.NC(N)=O.NC(N)=O.NC(N)=O.NC(N)=O" max_force_ha_per_bohr=0.140 homo_energy_ev=-8.5 total_energy_ha=-2672.1079 charge=0
C 1.909 2.015 -0.601 -0.215
O 0.887 2.877 -1.108 -0.475
C 0.346 2.389 -2.284 0.632
C -0.779 3.269 -2.925 -1.255
N -0.166 4.396 -3.688 -0.369
C -0.009 3.994 -5.175 -0.535
C 0.495 5.230 -6.029 -0.536
O 1.870 5.128 -6.223 -0.284
C 2.425 6.126 -7.089 -0.747
H 2.137 2.573 0.307 0.290
H 2.797 1.871 -1.218 0.361
H 1.519 1.069 -0.226 -0.192
H -0.182 1.479 -1.999 -0.022
H 1.139 2.188 -3.004 0.117
H -1.274 3.619 -2.019 0.437
H -1.566 2.734 -3.457 0.350
H -0.805 5.178 -3.721 0.275
H -1.004 3.780 -5.564 0.370
H 0.664 3.136 -5.153 0.287
H 0.129 6.222 -5.765 0.365
H 0.044 5.016 -6.998 0.339
H 3.504 5.972 -7.116 0.233
H 2.255 7.049 -6.535 0.320
H 1.993 6.081 -8.089 0.290
C 6.242 -0.250 -0.919 -0.881
O 4.957 -0.093 -1.192 -0.140
C 4.582 -0.157 -2.537 -0.344
C 4.639 -1.611 -3.100 -0.572
N 3.522 -2.489 -2.662 0.212
C 3.239 -3.493 -3.769 -1.025
C 2.513 -2.991 -4.980 -0.491
O 1.360 -2.247 -4.612 -0.235
C 0.109 -2.935 -4.848 -0.769
H 6.698 -1.089 -1.444 0.359
H 6.337 -0.584 0.113 0.254
H 6.870 0.628 -1.071 0.294
H 5.120 0.545 -3.174 0.346
H 3.530 0.126 -2.537 0.004
H 5.580 -2.106 -2.857 0.383
H 4.576 -1.649 -4.187 0.334
H 2.605 -2.086 -2.528 -0.405
H 2.753 -4.346 -3.294 0.379
H 4.183 -3.914 -4.113 0.519
H 2.401 -3.816 -5.683 0.430
H 3.227 -2.383 -5.537 0.343
H -0.526 -2.240 -4.299 0.201
H 0.032 -3.978 -4.538 0.330
H -0.127 -3.003 -5.910 0.336
C -8.256 -3.395 -3.141 -0.779
O -7.044 -3.499 -2.412 -0.291
C -7.045 -4.207 -1.134 -0.658
C -5.624 -4.089 -0.532 -0.653
N -5.349 -2.688 -0.203 -0.370
C -3.807 -2.559 -0.080 -1.047
C -3.255 -1.136 0.192 1.161
O -3.082 -0.420 -0.967 -0.459
C -2.689 0.926 -0.677 0.426
H -8.066 -4.198 -3.854 0.271
H -8.393 -2.453 -3.670 0.239
H -9.193 -3.641 -2.642 0.321
H -7.359 -5.249 -1.201 0.433
H -7.666 -3.656 -0.427 0.350
H -4.875 -4.642 -1.099 0.354
H -5.687 -4.777 0.311 0.369
H -5.853 -2.099 -0.851 0.337
H -3.288 -2.941 -0.959 0.413
H -3.655 -3.197 0.791 0.326
H -2.295 -1.231 0.699 -0.588
H -3.935 -0.499 0.759 0.161
H -3.225 1.617 -0.026 -0.174
H -2.655 1.544 -1.575 0.229
H -1.657 0.994 -0.335 -0.317
C 0.256 3.433 4.007 -0.122
O 1.017 2.762 2.976 -0.446
C 0.920 1.352 2.979 -0.396
C -0.326 0.759 2.549 1.127
N -0.737 -0.618 2.992 -0.193
C 0.348 -1.567 2.693 -1.111
C 0.251 -2.266 1.348 -0.791
O 0.515 -1.492 0.150 0.144
C 0.959 -2.303 -1.022 -0.942
H 0.487 4.495 3.919 0.311
H 0.781 3.293 4.951 -0.025
H -0.786 3.118 3.957 0.023
H 1.129 0.938 3.966 0.269
H 1.748 1.012 2.357 0.232
H -0.245 0.764 1.462 -1.093
H -1.175 1.441 2.603 0.156
H -0.761 -0.572 4.000 0.356
H 0.364 -2.201 3.579 0.623
H 1.342 -1.128 2.763 0.221
H -0.704 -2.789 1.305 0.301
H 0.952 -3.098 1.412 0.590
H 0.179 -2.976 -1.378 0.121
H 1.762 -3.012 -0.820 0.422
H 1.255 -1.539 -1.741 0.272
C -1.033 1.000 6.510 0.860
O -0.248 0.471 5.726 -0.776
N -0.816 1.668 7.575 -0.400
N -2.276 0.850 6.393 -0.337
H 0.071 2.146 7.648 0.160
H -1.554 1.919 8.217 0.164
H -2.723 0.568 5.532 0.159
H -2.744 1.244 7.197 0.105
C -4.872 1.790 3.470 0.614
O -5.545 1.192 4.290 -0.687
N -4.846 1.584 2.163 -0.344
N -4.001 2.754 3.765 -0.353
H -4.366 2.257 1.581 0.107
H -5.661 1.072 1.861 0.198
H -3.746 2.859 4.736 0.206
H -3.616 3.270 2.987 0.161
C 4.411 -3.752 1.038 0.487
O 4.521 -4.779 0.386 -0.718
N 3.700 -2.770 0.656 0.340
N 4.801 -3.468 2.290 -0.423
H 3.803 -1.876 1.116 0.088
H 3.527 -2.652 -0.332 0.002
H 4.737 -2.553 2.714 0.189
H 5.085 -4.345 2.701 0.252
C 2.816 1.743 7.253 0.819
O 2.219 2.769 7.456 -0.681
N 2.372 0.535 7.238 -0.319
N 4.136 1.623 7.047 -0.463
H 2.961 -0.208 6.891 0.185
H 1.375 0.375 7.275 0.039
H 4.655 2.484 6.948 0.224
H 4.527 0.692 7.061 0.142

=====

No. 3
18
Properties=species:S:1:pos:R:3:mulliken_charge:R:1 method="wB97M-V/def2-TZVPD" gap_ha=0.340 max_force_ha_per_bohr=0.048 homo_energy_ev=-8.4 total_energy_ha=-418.2261 charge=0
C -0.762 -1.287 -1.752 -0.889
N -0.393 -0.984 -0.367 0.008
C -0.791 0.657 0.181 0.788
N -0.883 0.582 1.575 -0.546
O -0.852 -2.075 0.449 -0.437
O -1.574 1.278 -0.499 -0.632
H -1.097 -1.622 1.279 0.367
H -1.583 1.216 1.937 0.215
H -0.007 0.564 2.078 0.190
H -0.363 -0.502 -2.392 0.325
H -1.846 -1.314 -1.836 0.305
H -0.318 -2.243 -2.027 0.342
C 1.182 1.099 -0.184 -0.561
C 2.150 1.183 0.732 -0.617
H 3.074 1.738 0.576 0.270
H 1.281 1.712 -1.082 0.279
H 0.666 -0.610 -0.327 0.414
H 2.116 0.608 1.659 0.180